Record 1
Formula: C4H15NO2S2
Source: OMol25
Level of theory: the ωB97M-V functional and the def2-TZVPD basis

Structure (XYZ):
```
24
Properties=species:S:1:pos:R:3:lowdin_spin:R:1
S 1.183 2.492 1.484 0.317
S 1.244 0.988 0.290 0.511
C 0.217 -0.491 0.709 0.042
C -1.225 -0.175 0.282 0.031
C -1.393 -0.303 -1.243 0.003
N -1.092 1.034 -1.814 0.060
C -2.258 1.765 -2.443 0.006
H 0.962 1.791 2.672 0.016
H 0.382 -0.602 1.789 0.004
H 0.594 -1.447 0.278 0.000
H -1.673 0.709 0.717 0.001
H -1.724 -1.058 0.760 0.004
H -0.588 -0.975 -1.611 0.000
H -2.131 -0.952 -1.668 0.003
H -0.526 0.891 -2.644 0.000
H -2.849 2.181 -1.612 0.000
H -2.778 1.086 -3.156 0.003
H -1.717 2.543 -3.025 0.000
H -1.705 -4.230 1.064 0.000
H -0.217 -3.764 1.028 0.000
O -0.934 -4.043 1.600 0.000
H 2.406 -2.815 -0.110 0.000
H 1.586 -2.729 -1.352 0.000
O 1.796 -3.340 -0.637 0.000
```

charge	+1
LUMO (spin up / spin down)	-4.23 / -7.31	eV
frontier orbital gap (spin up / spin down)	9.0 / 5.8	eV
spin multiplicity	2
<S²>	0.754

---

Record 2
Formula: C6H16S4
Source: OMol25
Level of theory: the ωB97M-V functional and the def2-TZVPD basis

Structure (XYZ):
```
26
Properties=species:S:1:pos:R:3:mulliken_charge:R:1
C -2.865 -2.063 2.682 -0.793
S -3.059 -0.828 1.388 -0.066
C -1.361 -0.806 0.770 -0.574
S -0.094 -0.205 1.909 -0.116
C -0.640 1.504 2.051 -0.784
H -3.830 -2.163 3.206 0.338
H -2.098 -1.758 3.414 0.256
H -2.585 -3.047 2.269 0.252
H -1.054 -1.828 0.477 0.437
H -1.373 -0.182 -0.144 0.174
H -0.582 2.033 1.085 0.202
H -1.677 1.562 2.422 0.335
H 0.020 2.014 2.772 0.339
C 1.735 1.946 -0.276 -0.783
S 0.441 1.300 -1.348 -0.115
C 0.968 -0.427 -1.406 -0.573
S 2.554 -0.763 -2.205 -0.066
C 2.126 -0.270 -3.882 -0.793
H 1.582 3.033 -0.175 0.339
H 2.735 1.769 -0.706 0.335
H 1.698 1.490 0.728 0.201
H 1.048 -0.832 -0.379 0.172
H 0.161 -0.980 -1.924 0.436
H 1.331 -0.908 -4.305 0.252
H 1.790 0.780 -3.917 0.256
H 3.029 -0.371 -4.508 0.338
```

charge	0
LUMO	0.68	eV
frontier orbital gap	9.2	eV
structure (SMILES)	CSCSC.CSCSC
energy relative to the best compared isomer or geometry (same formula, charge and spin)	3.3	kcal/mol

---

Record 3
Formula: C55H63AlN3O2S2Se
Source: OMol25
Level of theory: the ωB97M-V functional and the def2-TZVPD basis

Structure (XYZ):
```
127
Properties=species:S:1:pos:R:3:mulliken_charge:R:1
Al 0.207 -0.071 -0.080 0.375
C -0.528 2.003 -7.560 -1.286
C -0.991 2.900 -6.404 2.225
C -0.385 4.298 -6.590 -1.796
C -2.513 3.024 -6.477 -2.097
C -0.526 2.310 -5.074 -0.116
C -1.392 1.922 -4.063 -0.544
C -0.901 1.417 -2.869 -0.363
Se -2.134 0.947 -1.479 0.198
C -2.393 -0.883 -1.994 -0.308
C -3.363 -1.187 -2.927 -0.705
C -3.602 -2.501 -3.308 -0.564
C -2.821 -3.471 -2.698 -0.419
C -1.841 -3.217 -1.736 0.274
C -1.601 -1.874 -1.376 0.981
O -0.703 -1.539 -0.464 -0.360
C -1.188 -4.458 -1.102 2.415
C -2.274 -5.214 -0.321 -1.794
C -0.033 -4.188 -0.134 -1.916
C -0.639 -5.372 -2.211 -1.611
C -4.720 -2.818 -4.301 2.260
C -6.065 -2.372 -3.714 -1.753
C -4.804 -4.312 -4.617 -2.192
C -4.477 -2.071 -5.618 -1.555
C 0.476 1.262 -2.618 0.962
O 0.899 0.763 -1.476 -0.599
C 1.376 1.683 -3.628 0.536
C 0.833 2.172 -4.812 -0.882
C 2.911 1.722 -3.519 2.292
C 3.360 3.189 -3.616 -1.825
C 3.495 1.157 -2.221 -1.884
C 3.528 0.927 -4.681 -1.629
H -0.836 2.425 -8.519 0.506
H 0.557 1.893 -7.568 0.269
H -0.964 1.009 -7.468 0.042
H -0.756 4.755 -7.511 0.496
H -0.647 4.946 -5.753 0.343
H 0.703 4.256 -6.652 0.298
H -2.799 3.474 -7.430 0.452
H -2.999 2.050 -6.407 0.248
H -2.903 3.656 -5.678 0.413
H -2.463 2.028 -4.169 0.433
H -3.955 -0.376 -3.337 0.348
H -3.007 -4.506 -2.945 0.278
H -2.646 -4.604 0.503 0.354
H -3.120 -5.475 -0.958 0.296
H -1.862 -6.137 0.096 0.455
H -0.344 -3.589 0.718 0.294
H 0.332 -5.153 0.232 0.596
H 0.790 -3.671 -0.620 0.124
H -1.432 -5.840 -2.796 0.347
H 0.006 -4.808 -2.885 0.110
H -0.047 -6.174 -1.764 0.504
H -6.263 -2.889 -2.773 0.358
H -6.074 -1.300 -3.512 0.321
H -6.881 -2.592 -4.408 0.453
H -5.043 -4.899 -3.728 0.387
H -5.593 -4.486 -5.352 0.464
H -3.867 -4.688 -5.032 0.377
H -4.421 -0.992 -5.465 0.313
H -3.538 -2.396 -6.063 0.229
H -5.284 -2.271 -6.327 0.489
H 1.528 2.496 -5.576 0.233
H 2.974 3.762 -2.771 0.369
H 4.451 3.245 -3.595 0.481
H 3.013 3.666 -4.533 0.273
H 3.126 1.679 -1.342 0.368
H 3.266 0.101 -2.102 0.067
H 4.582 1.271 -2.264 0.576
H 3.316 1.378 -5.652 0.327
H 4.613 0.891 -4.562 0.501
H 3.151 -0.096 -4.683 0.117
S 1.751 -2.180 -2.999 -0.185
C 1.055 -2.329 -4.493 -0.155
N 1.396 -3.365 -5.328 0.099
C 0.888 -3.573 -6.575 -0.424
C -0.027 -2.722 -7.088 -1.139
C -0.433 -1.621 -6.281 -0.195
C 0.075 -1.431 -5.036 -0.014
H 2.083 -4.001 -4.947 0.274
H 1.263 -4.440 -7.099 0.427
H -0.430 -2.884 -8.076 0.448
H -1.162 -0.925 -6.668 0.632
H -0.230 -0.602 -4.410 0.175
C -0.035 0.820 1.560 -1.458
C -0.093 1.374 2.659 0.824
C -0.060 1.985 3.911 -0.612
C 1.245 2.255 4.477 0.294
C 2.356 2.506 3.641 -0.134
C 3.631 2.678 4.145 -0.612
C 3.876 2.623 5.514 -0.517
C 2.796 2.392 6.359 -0.676
C 1.519 2.214 5.862 -0.644
C -1.323 2.213 4.592 0.398
C -1.468 3.121 5.660 -0.353
C -2.690 3.344 6.267 -0.668
C -3.836 2.686 5.840 -0.451
C -3.722 1.802 4.772 -0.624
C -2.504 1.569 4.165 -0.530
H 2.187 2.586 2.573 0.494
H 4.445 2.884 3.458 0.368
H 4.873 2.765 5.909 0.444
H 2.954 2.335 7.431 0.364
H 0.712 1.999 6.550 0.603
H -0.606 3.680 5.997 0.544
H -2.750 4.059 7.081 0.337
H -4.791 2.865 6.316 0.358
H -4.600 1.280 4.406 0.355
H -2.442 0.878 3.333 0.446
N 2.159 -0.689 2.888 0.582
C 2.711 -1.407 1.935 0.027
S 2.301 -1.305 0.284 -0.188
N 3.689 -2.298 2.261 0.008
C 4.557 -2.320 3.370 0.204
C 5.320 -3.477 3.532 -0.432
C 6.212 -3.590 4.582 -0.489
C 6.354 -2.555 5.495 -0.533
C 5.605 -1.401 5.327 -0.703
C 4.713 -1.269 4.272 -0.221
H 1.329 -0.114 2.657 -0.762
H 2.267 -0.944 3.858 0.444
H 3.951 -2.896 1.492 0.273
H 5.201 -4.293 2.830 0.363
H 6.791 -4.497 4.690 0.358
H 7.043 -2.644 6.323 0.381
H 5.709 -0.577 6.020 0.432
H 4.180 -0.337 4.154 0.532
```

charge	-1
LUMO	1.91	eV
frontier orbital gap	4.6	eV
energy relative to the best compared isomer or geometry (same formula, charge and spin)	19.1	kcal/mol

---

Record 4
Formula: C6H10BrN2
Source: OMol25
Level of theory: the ωB97M-V functional and the def2-TZVPD basis

Structure (XYZ):
```
19
Properties=species:S:1:pos:R:3:mulliken_charge:R:1
C 1.301 0.337 -2.312 -1.056
C 1.218 0.534 -0.816 0.395
Br 2.040 -0.853 0.255 -0.069
C 0.508 1.609 -0.352 -0.390
C 0.219 1.938 1.101 -0.305
C -0.306 0.985 1.948 -0.338
N -0.786 -0.224 1.547 -0.368
C -1.143 -0.776 0.492 -0.178
N -1.498 -2.247 0.658 -0.350
H 1.079 1.262 -2.839 0.358
H 0.584 -0.371 -2.538 0.298
H 2.395 -0.157 -2.568 0.321
H 0.234 2.407 -0.981 0.360
H 0.820 2.780 1.553 0.333
H -0.537 1.150 3.021 0.382
H -1.404 -0.436 -0.517 0.415
H -1.344 -2.595 1.737 0.436
H -0.895 -2.913 0.124 0.380
H -2.483 -2.429 0.489 0.376
```

charge	+1
LUMO	-4.20	eV
frontier orbital gap	8.4	eV
structure (SMILES)	C/C(Br)=C/C=C\N=C\[NH3+]
energy relative to the best compared isomer or geometry (same formula, charge and spin)	60.0	kcal/mol

---

Record 5
Formula: C5H5ClIN
Source: OMol25
Level of theory: the ωB97M-V functional and the def2-TZVPD basis

Structure (XYZ):
```
13
Properties=species:S:1:pos:R:3:mulliken_charge:R:1
C 1.363 0.028 -0.612 -0.336
C 0.937 0.491 0.567 -0.321
C 0.640 -0.969 -1.425 0.073
C -0.375 0.048 1.138 -0.674
C -1.545 0.556 0.385 -0.093
N -0.584 -1.196 -1.410 -0.400
Cl -1.586 2.288 -0.051 -0.165
I -3.343 -0.398 0.359 0.194
H 2.256 0.296 -1.050 0.431
H 1.660 1.138 0.997 0.386
H 1.443 -1.514 -2.155 0.242
H -0.500 -1.131 1.083 0.340
H -0.366 0.362 2.173 0.324
```

charge	0
LUMO (spin up / spin down)	-0.18 / -0.51	eV
frontier orbital gap (spin up / spin down)	9.3 / 7.4	eV
energy relative to the best compared isomer or geometry (same formula, charge and spin)	49.1	kcal/mol

---

Record 6
Formula: C9H15N3O4PdS
Source: OMol25
Level of theory: the ωB97M-V functional and the def2-TZVPD basis

Structure (XYZ):
```
33
Properties=species:S:1:pos:R:3:mulliken_charge:R:1
Pd -1.032 0.388 -0.462 -0.314
O 0.400 -3.541 0.140 -0.740
S 0.937 -2.273 0.647 1.078
O 2.423 -2.211 0.406 -0.850
O 0.649 -2.073 2.072 -0.750
O 0.368 -1.125 -0.157 -0.493
C -5.055 3.676 -0.966 -1.661
C -3.629 3.949 -1.462 2.317
C -3.643 4.191 -2.976 -1.662
C -3.055 5.178 -0.744 -1.647
C -2.786 2.782 -1.162 -0.922
N -2.126 1.873 -0.888 0.115
H -5.693 4.539 -1.180 0.377
H -5.058 3.492 0.108 0.389
H -5.472 2.798 -1.460 0.387
H -4.267 5.059 -3.207 0.378
H -4.041 3.323 -3.501 0.387
H -2.634 4.376 -3.345 0.390
H -3.673 6.054 -0.957 0.378
H -2.036 5.375 -1.079 0.384
H -3.030 5.015 0.333 0.388
C 5.761 -0.301 -0.724 -1.036
C 4.551 0.566 -0.818 0.546
N 4.537 1.783 -1.339 -0.823
C 3.227 2.188 -1.212 -0.517
C 2.479 1.208 -0.630 0.208
N 3.340 0.177 -0.370 0.220
H 6.614 0.240 -1.134 0.324
H 5.629 -1.230 -1.282 0.250
H 5.979 -0.574 0.311 0.253
H 2.823 3.131 -1.534 0.421
H 1.428 1.130 -0.389 -0.014
H 3.003 -0.742 0.069 0.238
```

charge	-2
LUMO	4.08	eV
frontier orbital gap	4.5	eV
energy relative to the best compared isomer or geometry (same formula, charge and spin)	2.9	kcal/mol

---

| no. | calculated total energy (Ha) |
| --- | --- |
| 1 | -1162.6491 |
| 2 | -1830.9366 |
| 3 | -5888.8423 |
| 4 | -2917.7905 |
| 5 | -1006.0002 |
| 6 | -1343.2749 |